Record 1
62
Properties=species:S:1:pos:R:3:nbo_charge:R:1 method="wB97M-V/def2-TZVPD" charge=+1 e_lumo_ha=-0.204 orbital_gap_ev=4.0235 e_tot_ha=-1324.21982 largest_force_ev_per_a=1.54
C -1.68086 -1.61758 0.40402 -0.41
N -1.36843 -3.02696 0.37017 -0.44
C -2.43432 -3.95158 0.64225 -0.20
C -2.10918 -5.28863 0.03481 -0.42
C -0.74114 -5.75876 0.43316 -0.19
N 0.25337 -4.71802 0.30445 -0.45
C 1.62308 -5.19642 0.25304 -0.20
C 2.55235 -4.12621 0.75901 -0.43
C 2.21275 -2.79567 0.12773 -0.22
N 0.83337 -2.41228 0.30296 -0.63
C -0.04452 -3.37902 0.32402 0.61
H -0.81917 -1.07885 -0.00658 0.25
H -2.58441 -1.43634 -0.19443 0.18
H -1.86253 -1.26194 1.42987 0.18
H -2.58541 -4.06399 1.72891 0.18
H -3.34271 -3.52835 0.20407 0.20
H -2.83487 -6.02028 0.39510 0.22
H -2.18195 -5.22674 -1.05564 0.21
H -0.76187 -6.10770 1.47959 0.18
H -0.43445 -6.60459 -0.19339 0.21
H 1.70107 -6.10487 0.85698 0.20
H 1.89225 -5.44590 -0.78590 0.18
H 2.46765 -4.05780 1.84790 0.20
H 3.57702 -4.41379 0.51435 0.22
H 2.80341 -1.99212 0.58122 0.19
H 2.46756 -2.85866 -0.94926 0.17
C 5.13768 5.02787 -1.93244 -0.27
O 4.91842 4.19914 -0.76090 -0.45
C 3.69232 3.61895 -0.65708 0.42
C 3.38292 2.91355 0.53513 -0.26
C 2.11677 2.40298 0.71998 -0.12
C 1.09482 2.60264 -0.24582 -0.10
C -0.27715 2.25414 -0.02046 0.28
C -1.25394 2.00781 -1.06234 -0.08
C -2.56343 2.05647 -0.47555 -0.02
C -3.69703 1.95253 -1.26953 -0.19
C -3.54341 1.74254 -2.64724 -0.12
C -2.26124 1.64827 -3.22128 -0.22
C -1.11508 1.77001 -2.42936 -0.14
C -2.40028 2.27891 0.95581 0.09
C -0.98834 2.36044 1.23456 -0.17
C -0.55691 2.63640 2.53045 -0.10
C -1.50582 2.79488 3.54573 -0.22
C -2.88358 2.73322 3.26243 -0.12
C -3.33457 2.49328 1.95680 -0.22
C 1.44335 3.26730 -1.44668 -0.10
C 2.71411 3.74586 -1.67128 -0.32
H 6.15709 5.39108 -1.80677 0.22
H 5.05139 4.44567 -2.86406 0.19
H 4.42827 5.87094 -1.96638 0.19
H 4.15838 2.82003 1.29405 0.25
H 1.89214 1.83031 1.61611 0.23
H -4.67554 2.03798 -0.79834 0.23
H -4.42203 1.64334 -3.28584 0.24
H -2.15953 1.48609 -4.29609 0.24
H -0.12086 1.66864 -2.85800 0.23
H 0.50438 2.73044 2.73577 0.22
H -1.17444 2.97704 4.56988 0.24
H -3.60321 2.87530 4.06947 0.24
H -4.39300 2.47107 1.69959 0.23
H 0.69538 3.45722 -2.21141 0.23
H 2.94392 4.26073 -2.60725 0.24

Record 2
73
Properties=species:S:1:pos:R:3:lowdin_spin:R:1 method="wB97M-V/def2-TZVPD" spin_multiplicity=2 charge=0 e_lumo_ha="-0.060 / -0.047" s_squared=0.763 orbital_gap_ev="5.4700 / 5.7460" e_tot_ha=-3062.54533 de_lowest_kcal_mol=56.9 largest_force_ev_per_a=5.38
Re -0.58436 0.38830 0.09076 0.84
N 0.51524 3.69795 -2.97429 0.00
C 0.65603 2.64209 -2.13844 0.00
S 1.40845 2.93602 -0.63703 0.02
N 0.27350 1.47699 -2.58985 0.01
N 0.16478 0.40977 -1.81862 0.01
C 0.51612 -0.75851 -2.34640 -0.01
C 0.96592 -0.89796 -3.74029 0.00
C 2.18610 -1.49369 -4.05277 0.00
C 2.54709 -1.69251 -5.37207 0.00
C 1.70594 -1.28689 -6.39488 0.00
C 0.51093 -0.65577 -6.09005 0.00
C 0.13967 -0.46147 -4.77365 0.00
C 0.44522 -1.87105 -1.44946 0.00
C 0.79633 -3.18483 -1.78865 0.00
C 0.71813 -4.17799 -0.84120 0.00
C 0.28743 -3.84802 0.44297 0.00
C -0.05480 -2.54282 0.71690 0.00
N 0.00933 -1.55982 -0.19084 0.00
H 1.04895 4.52520 -2.76630 0.00
H 0.24047 3.52220 -3.92659 0.00
H 2.85436 -1.78222 -3.25380 0.00
H 3.48868 -2.16941 -5.60197 0.00
H 1.98324 -1.45971 -7.42377 0.00
H -0.13784 -0.32352 -6.88639 0.00
H -0.79981 0.00981 -4.53044 0.00
H 1.11260 -3.39640 -2.79799 0.00
H 0.98115 -5.19430 -1.08795 0.00
H 0.20816 -4.59419 1.21611 0.00
H -0.40447 -2.26204 1.70155 0.00
O 1.31502 -0.08407 5.47606 0.00
C -0.01433 -0.24979 5.54130 0.00
C -0.56951 -0.55004 6.78752 0.00
C -1.92812 -0.73039 6.93412 0.00
C -2.76981 -0.62174 5.83406 0.00
C -2.23847 -0.33874 4.59527 0.00
C -0.86525 -0.14582 4.42664 0.00
C -0.37388 0.10785 3.06355 0.00
O -1.20819 0.14139 2.10574 0.02
N 0.93334 0.21899 2.89460 0.01
N 1.32938 0.30142 1.60714 0.00
C 2.58370 0.29977 1.37201 0.00
S 3.22706 0.24180 -0.24856 0.00
C 4.95872 -0.01158 0.28886 0.00
C 5.13520 0.77262 1.56483 0.00
S 3.77855 0.28088 2.67914 0.00
H 1.55884 0.11404 4.54415 0.00
H 0.10434 -0.63578 7.62634 0.00
H -2.33914 -0.95643 7.90821 0.00
H -3.83418 -0.76081 5.94928 0.00
H -2.87053 -0.26814 3.72200 0.00
H 5.60384 0.34643 -0.51140 0.00
H 5.11948 -1.07873 0.44808 0.00
H 5.03556 1.84405 1.38699 0.00
H 6.07874 0.56050 2.06392 0.00
C -2.47882 3.54469 1.67638 0.00
C -1.98418 3.28877 0.24250 0.01
C -3.17335 2.96643 -0.67800 0.00
O -1.06108 2.28074 0.22192 0.07
H -3.15536 4.39548 1.69096 0.00
H -1.63387 3.75110 2.32833 0.00
H -2.99230 2.65685 2.03796 0.00
H -1.48462 4.20618 -0.12988 0.00
H -3.69385 2.09364 -0.29210 0.00
H -2.81329 2.74377 -1.68113 0.00
H -3.85452 3.81256 -0.71824 0.00
C -3.52545 -1.60943 -2.22178 0.00
O -2.35802 -0.92979 -1.75848 0.00
C -2.44631 -0.33642 -0.55272 0.00
O -3.45585 -0.32065 0.09664 0.01
H -3.30485 -1.93147 -3.23628 0.00
H -4.38545 -0.93956 -2.20214 0.00
H -3.73174 -2.46581 -1.57836 0.00

Record 3
71
Properties=species:S:1:pos:R:3:lowdin_charge:R:1 method="wB97M-V/def2-TZVPD" charge=0 e_lumo_ha=0.021 orbital_gap_ev=8.9247 e_tot_ha=-6512.83798 largest_force_ev_per_a=1.42
Cu 0.44440 1.18900 0.93820 0.17
C -0.78710 4.20590 -2.52380 -0.05
C -0.24370 3.68280 -1.21740 -0.59
O 0.11910 4.72200 -0.33150 -0.05
P 1.33250 2.74320 -1.39610 0.49
O 2.36560 3.78990 -1.98110 -0.08
O 1.33800 1.70640 -2.58400 -0.08
O 1.83610 2.19010 -0.10300 -0.29
P -1.27810 2.40430 -0.38340 0.30
O -2.78860 2.67830 -0.87140 -0.11
O -1.17160 2.63200 1.09520 -0.31
O -0.77580 1.09780 -0.92490 -0.32
H -0.01260 4.73950 -3.07330 0.09
H -1.61630 4.88560 -2.33410 0.09
H -1.15150 3.36950 -3.11520 0.09
H -0.15390 4.43080 0.55460 0.09
H 2.34920 4.59850 -1.46590 0.09
H 0.71930 1.00260 -2.35500 0.07
H -3.36250 2.73730 -0.11010 0.07
C -0.09320 0.17620 4.23320 -0.39
C 1.09530 1.06100 4.55940 -0.44
As 1.15670 1.62870 6.46810 1.30
C 1.21040 -0.13740 7.32050 -0.42
C 1.72560 -1.26970 6.70290 -0.12
C 1.75850 -2.48630 7.36350 -0.08
C 1.29410 -2.58490 8.66340 -0.09
C 0.82170 -1.45390 9.30980 -0.09
C 0.78820 -0.24240 8.64430 -0.15
C -0.77820 1.97900 6.60050 -0.42
C -1.21670 3.21510 6.13610 -0.13
C -2.56190 3.53600 6.13030 -0.09
C -3.49110 2.62510 6.60570 -0.09
C -3.06680 1.39240 7.07160 -0.08
C -1.72030 1.07160 7.06420 -0.12
P 0.02750 -0.37300 2.47120 1.05
C 1.42730 -1.52730 2.58860 -0.37
C 1.45100 -2.62690 3.44030 -0.11
C 2.57840 -3.42670 3.48990 -0.08
C 3.68160 -3.12640 2.70480 -0.08
C 3.66520 -2.02580 1.86320 -0.07
C 2.53570 -1.22910 1.80350 -0.09
C -1.43860 -1.44030 2.32880 -0.34
C -1.36280 -2.73080 1.81480 -0.09
C -2.51280 -3.48350 1.65700 -0.08
C -3.74640 -2.95220 1.99630 -0.09
C -3.83140 -1.65410 2.47570 -0.08
C -2.68540 -0.89850 2.63320 -0.09
H -1.02310 0.73670 4.35230 0.07
H -0.13610 -0.70430 4.88440 0.08
H 1.06140 1.95490 3.92850 0.06
H 2.03330 0.54680 4.32710 0.05
H 2.11080 -1.21170 5.69280 0.08
H 2.14970 -3.35960 6.85940 0.10
H 1.30620 -3.53730 9.17380 0.10
H 0.47990 -1.51940 10.33310 0.10
H 0.42060 0.64540 9.14940 0.10
H -0.48610 3.92780 5.76890 0.09
H -2.88650 4.49590 5.75580 0.10
H -4.54270 2.87280 6.60950 0.10
H -3.78520 0.67210 7.43790 0.10
H -1.40390 0.10000 7.42280 0.09
H 0.58730 -2.85610 4.04990 0.11
H 2.59910 -4.28910 4.13950 0.10
H 4.56000 -3.75270 2.74540 0.10
H 4.52940 -1.79390 1.25760 0.11
H 2.47880 -0.35900 1.15800 0.08
H -0.40080 -3.14340 1.54440 0.10
H -2.44550 -4.48720 1.26220 0.10
H -4.64180 -3.54560 1.88060 0.10
H -4.79350 -1.22740 2.72020 0.10
H -2.74810 0.12070 2.98740 0.10